(1)
# C3H11NO4

3 unconnected molecules or ions with the total composition C3H11NO4 at a distorted geometry (ωB97M-V/def2-TZVPD, the Open Molecules 2025 dataset).

- SMILES = CNCC(=O)O.O.O
- total charge = 0
- HOMO energy (eV) = -9.359
- energy above the lowest of the compared OMol25 structures with the same formula, charge and spin (eV) = 2.994
- electronic energy (Eh) = -476.56764

Cartesian coordinates (Å):
C1 2.346 0.780 0.141
N1 1.024 0.018 -0.205
C2 -0.045 1.021 -0.133
C3 -1.419 0.358 -0.014
O1 -2.074 -0.131 -0.871
O2 -1.791 0.422 1.254
H1 2.737 0.354 1.106
H2 2.140 1.805 0.353
H3 2.963 0.772 -0.769
H4 1.154 -0.563 -0.970
H5 -0.195 1.734 -0.992
H6 0.077 1.837 0.722
H7 -2.438 -0.080 1.826
O3 0.313 -0.730 -2.959
H8 -0.362 -0.370 -2.374
H9 0.234 -0.312 -3.734
O4 1.020 -1.555 2.684
H10 0.837 -1.030 1.936
H11 0.647 -1.275 3.506

=====

(2)
# C3H11NO4

3 unconnected molecules or ions with the total composition C3H11NO4 at a distorted geometry (ωB97M-V/def2-TZVPD, the Open Molecules 2025 dataset).

- SMILES = NCCC(=O)O.O.O
- total charge = 0
- HOMO energy (eV) = -9.032
- energy above the lowest of the compared OMol25 structures with the same formula, charge and spin (eV) = 2.912
- electronic energy (Eh) = -476.57065

Cartesian coordinates (Å):
N1 -1.406 -1.559 -1.315
C1 -1.940 -0.187 -1.580
C2 -0.760 0.744 -2.268
C3 0.229 1.144 -1.250
O1 0.539 0.469 -0.298
O2 0.392 2.515 -1.245
H1 -1.126 -1.741 -0.400
H2 -0.715 -1.978 -2.010
H3 -2.710 -0.401 -2.382
H4 -2.491 0.264 -0.846
H5 -1.346 1.525 -2.823
H6 -0.475 0.059 -3.044
H7 0.581 2.876 -0.386
O3 1.569 -0.982 5.167
H8 0.870 -1.689 5.272
H9 1.453 -0.778 4.302
O4 1.000 -1.419 1.351
H10 1.903 -1.350 1.400
H11 0.719 -0.737 0.901